1.
# C5H11BN5O2P

C5H11BN5O2P in the gas phase at a distorted geometry (ωB97M-V/def2-TZVPD, the Open Molecules 2025 dataset).

Atoms and positions in Å:
C 0.943 -3.272 -1.660
N -0.003 -2.452 -0.884
C -1.237 -3.219 -0.614
B -0.320 -1.188 -1.583
O -0.635 -1.127 -2.952
C -0.315 0.137 -0.650
N -1.520 0.696 -0.400
N -1.519 1.742 0.398
C -0.314 2.117 0.858
P -0.353 3.596 2.037
C 1.395 4.210 2.133
O -0.642 2.872 3.531
N 0.897 1.586 0.580
N 0.896 0.539 -0.216
H 1.375 -4.020 -0.983
H 0.431 -3.823 -2.464
H 1.781 -2.693 -2.061
H -2.116 -2.838 -1.154
H -1.111 -4.253 -0.960
H -1.450 -3.274 0.458
H 0.142 -0.894 -3.456
H 1.549 4.830 3.017
H 1.607 4.732 1.199
H 2.079 3.354 2.228
H -1.563 2.640 3.598

- total charge = 0
- HOMO (eV) = -8.6
- HOMO-LUMO gap (eV) = 7.8

2.
# C5H11Br2NO

2 unconnected molecules or ions with the total composition C5H11Br2NO at a distorted geometry (ωB97M-V/def2-TZVPD, the Open Molecules 2025 dataset).

Atoms and positions in Å:
C -12.315 16.791 -8.301
N -12.369 17.461 -9.645
C -11.499 18.673 -9.846
C -13.157 16.847 -10.554
O -13.289 17.306 -11.693
H -11.291 16.635 -7.959
H -12.818 15.832 -8.177
H -12.685 17.471 -7.534
H -11.375 19.404 -9.046
H -10.473 18.336 -9.993
H -11.937 19.263 -10.651
H -13.775 16.012 -10.189
Br -12.572 22.344 -8.909
C -14.135 21.153 -9.107
C -14.247 20.239 -7.875
Br -15.808 18.934 -8.170
H -14.008 20.506 -9.975
H -15.019 21.778 -9.232
H -14.450 20.881 -7.018
H -13.322 19.724 -7.616

- total charge = 0
- energy above the lowest of the compared OMol25 structures with the same formula, charge and spin (eV) = 1.001
- HOMO (eV) = -9.4
- HOMO-LUMO gap (eV) = 9.6

3.
# C5H11Cl

C5H11Cl in the gas phase at a distorted geometry (ωB97M-V/def2-TZVPD, the Open Molecules 2025 dataset).

Atoms and positions in Å:
C -0.118 -1.559 0.068
C -0.209 0.069 -0.100
C 0.058 0.537 -1.508
C 1.087 0.445 0.723
C -1.398 0.677 0.505
Cl -3.094 -0.029 0.146
H 0.208 -1.721 1.156
H 0.841 -1.886 -0.464
H -0.872 -2.257 -0.314
H 0.341 1.555 -1.448
H -0.855 0.405 -2.106
H 0.961 -0.033 -1.839
H 1.159 1.564 0.889
H 0.925 0.128 1.849
H 2.019 0.151 0.388
H -1.394 0.721 1.567
H -1.506 1.705 0.040

- total charge = 0
- energy above the lowest of the compared OMol25 structures with the same formula, charge and spin (eV) = 1.011
- HOMO (eV) = -10.6
- HOMO-LUMO gap (eV) = 11.4

4.
# C5H11Cl6O4P

A molecular structure, C5H11Cl6O4P at a distorted geometry (ωB97M-V/def2-TZVPD, the Open Molecules 2025 dataset).

Atoms and positions in Å:
C 1.658 -0.953 1.552
O 0.513 -0.061 1.614
P -0.998 -0.553 1.930
O -1.020 -1.235 3.221
O -1.890 0.837 1.736
C -1.523 1.885 2.558
O -1.408 -1.384 0.580
C -2.552 -2.196 0.569
H 2.260 -0.915 0.644
H 1.437 -2.015 1.660
H 2.265 -0.674 2.413
H -2.037 2.845 2.508
H -0.492 2.183 2.369
H -1.587 1.649 3.620
H -3.075 -2.478 1.482
H -2.198 -3.189 0.290
H -3.323 -1.846 -0.118
C 0.219 1.866 -3.577
Cl -1.039 2.447 -4.786
Cl 0.066 2.491 -2.043
Cl 1.855 2.374 -4.205
H 0.051 0.790 -3.618
C 2.574 -0.445 -2.151
Cl 3.627 1.042 -2.164
Cl 0.959 -0.134 -2.835
Cl 2.598 -1.128 -0.484
H 3.059 -1.204 -2.765

- total charge = 0
- energy above the lowest of the compared OMol25 structures with the same formula, charge and spin (eV) = 9.355
- HOMO (eV) = -9.1
- HOMO-LUMO gap (eV) = 9.2

5.
# C5H11Cl8NO2

5 unconnected molecules or ions with the total composition C5H11Cl8NO2 at a distorted geometry (ωB97M-V/def2-TZVPD, the Open Molecules 2025 dataset).

Atoms and positions in Å:
C 0.454 0.314 -1.388
N 1.108 -0.861 -0.720
O 2.330 -0.965 -0.783
O 0.320 -1.632 -0.186
H -0.355 -0.051 -2.021
H 1.169 0.811 -2.043
H 0.067 0.900 -0.555
Cl -2.075 -1.142 2.696
C -2.584 -1.553 1.063
Cl -4.325 -2.115 0.958
H -2.457 -0.604 0.543
H -1.903 -2.292 0.640
Cl 5.052 -5.101 0.135
C 5.162 -3.490 -0.769
Cl 4.344 -3.639 -2.357
H 4.612 -2.743 -0.198
H 6.203 -3.191 -0.887
Cl 0.179 1.445 2.061
C 0.421 3.076 2.734
Cl 1.469 3.102 4.180
H 0.967 3.594 1.946
H -0.559 3.490 2.974
Cl -2.537 1.838 -0.838
C -3.908 2.649 -1.663
Cl -5.339 1.643 -1.573
H -4.174 3.625 -1.259
H -3.642 2.892 -2.691

- total charge = 0
- energy above the lowest of the compared OMol25 structures with the same formula, charge and spin (eV) = 0.494
- HOMO (eV) = -10.7
- HOMO-LUMO gap (eV) = 10.6

6.
# C5H11ClNO

2 unconnected molecules or ions with the total composition C5H11ClNO at a distorted geometry (ωB97M-V/def2-TZVPD, the Open Molecules 2025 dataset).

Atoms and positions in Å:
C 0.029 2.470 -0.743
C 1.910 -0.385 0.192
C -0.118 -0.707 1.620
C -1.687 -0.154 -0.693
C 0.549 -0.289 0.351
N -0.209 -0.106 -0.698
O 0.301 3.649 -1.164
Cl 0.637 2.540 0.890
H 2.379 0.265 1.081
H 2.158 0.175 -0.699
H 2.292 -1.448 0.325
H 0.530 -1.471 2.128
H -1.190 -1.175 1.360
H -0.100 0.112 2.397
H -1.785 0.053 -1.762
H -1.940 -1.190 -0.405
H -2.119 0.509 -0.003
H 0.188 0.126 -1.664
H 0.007 3.684 -2.014

- total charge = +1
- energy above the lowest of the compared OMol25 structures with the same formula, charge and spin (eV) = 3.475
- HOMO (eV) = -13.9
- HOMO-LUMO gap (eV) = 10.1

7.
# C5H11ClNOP

A molecular structure, C5H11ClNOP at a distorted geometry (ωB97M-V/def2-TZVPD, the Open Molecules 2025 dataset).

Atoms and positions in Å:
C 0.836 0.676 -0.448
C 1.823 0.924 0.563
C 0.589 -1.575 2.642
C -0.990 0.328 -3.210
C -0.532 -0.866 2.674
N -0.449 1.093 -0.269
O 1.173 0.139 -1.527
P -1.338 0.360 -1.377
Cl -1.821 -1.427 -0.671
H 1.366 0.578 1.495
H 1.935 1.927 0.551
H 2.676 0.316 0.411
H 1.526 -0.964 2.895
H -2.623 1.053 -1.149
H 0.541 -2.655 2.403
H -0.701 -0.667 -3.348
H -0.198 0.970 -3.182
H -1.755 0.724 -3.858
H -0.562 0.190 2.834
H -1.494 -1.124 2.571

- total charge = 0
- energy above the lowest of the compared OMol25 structures with the same formula, charge and spin (eV) = 1.795
- HOMO (eV) = -9.3
- HOMO-LUMO gap (eV) = 10.1

8.
# C5H11ClS

2 unconnected molecules or ions with the total composition C5H11ClS at a distorted geometry (ωB97M-V/def2-TZVPD, the Open Molecules 2025 dataset).

Atoms and positions in Å:
C 0.398 2.448 -0.842
C -1.442 -1.580 0.046
C 1.780 -1.346 0.619
C 0.684 1.194 -0.001
C -1.844 -0.188 0.232
S 1.240 -0.281 -0.805
Cl -2.448 0.639 -1.162
H -0.681 2.368 -1.108
H 0.617 3.347 -0.120
H 1.166 2.537 -1.697
H -2.273 -2.088 -0.399
H -1.097 -2.150 0.998
H -0.541 -1.745 -0.569
H 0.989 -1.537 1.373
H 2.573 -0.865 1.201
H 1.998 -2.273 0.114
H 0.936 1.248 1.054
H -2.055 0.271 1.066

- total charge = 0
- energy above the lowest of the compared OMol25 structures with the same formula, charge and spin (eV) = 3.394
- HOMO (spin up / spin down) (eV) = -6.9 / -7.6
- HOMO-LUMO gap (spin up / spin down) (eV) = 7.6 / 8.3

9.
# C5H11CrFO3

A molecular structure, C5H11CrFO3 at a distorted geometry (ωB97M-V/def2-TZVPD, the Open Molecules 2025 dataset).

Atoms and positions in Å:
F 5.184 -0.205 0.165
C 3.254 -0.187 0.127
H 3.334 0.909 0.111
H 3.309 -0.775 1.053
H 3.342 -0.658 -0.859
C -2.742 -1.080 -1.317
O -1.585 -1.521 -1.954
C -2.479 0.182 -0.494
O -1.305 -0.086 0.280
C -0.595 1.021 0.827
C 0.783 0.507 1.195
O 1.353 -0.201 0.101
Cr -0.046 -1.138 -0.906
H -3.151 -1.855 -0.638
H -3.546 -0.837 -2.037
H -3.318 0.434 0.170
H -2.271 1.037 -1.158
H -1.120 1.419 1.708
H -0.522 1.814 0.064
H 0.720 -0.159 2.075
H 1.402 1.379 1.485

- <S²> = 6.012
- spin multiplicity = 5
- total charge = 0
- HOMO (spin up / spin down) (eV) = -8.9 / -9.4
- HOMO-LUMO gap (spin up / spin down) (eV) = 8.0 / 8.4

10.
# C5H11F3NOPSi

C5H11F3NOPSi in the gas phase at a distorted geometry (ωB97M-V/def2-TZVPD, the Open Molecules 2025 dataset).

Atoms and positions in Å:
C 2.507 -1.140 -0.736
C 0.390 -1.019 1.425
C 1.671 1.741 -0.093
C -1.789 -0.067 -0.733
C -2.405 1.039 0.134
N -0.458 0.061 -1.061
O -2.064 -1.325 -0.155
F -3.714 0.747 0.394
F -2.406 2.207 -0.564
F -1.903 1.277 1.343
Si 1.045 -0.055 -0.104
P -2.505 -1.821 1.369
H 3.337 -0.691 -1.177
H 2.971 -1.487 0.188
H 2.319 -1.963 -1.405
H -0.137 -1.951 0.931
H 1.204 -1.302 2.012
H -0.513 -0.621 1.988
H 1.907 2.057 -1.089
H 0.807 2.414 0.405
H 2.550 1.886 0.594
H -2.395 -0.173 -1.580
H -0.419 0.186 -2.087

- total charge = 0
- energy above the lowest of the compared OMol25 structures with the same formula, charge and spin (eV) = 0.000
- HOMO (eV) = -7.2
- HOMO-LUMO gap (eV) = 6.2

Question: total charge of number 7 (C5H11ClNOP)?
Answer: 0

Question: Among the records above, which one has the highest total charge?
Answer: C5H11ClNO